{
  "formula": "C3H10NOS",
  "method": "the ωB97M-V functional and the def2-TZVPD basis",
  "spin_multiplicity": 2,
  "homo_energy_ha": [-0.3452, -0.3381],
  "lumo_ev": [0.69, -2.21],
  "max_force_ev_per_a": 3.55,
  "s_squared": 0.753,
  "elements": ["C", "C", "C", "S", "N", "H", "H", "H", "H", "H", "H", "H", "H", "H", "H", "O"],
  "coordinates": [[-0.334789, 0.637263, 0.975189], [0.850205, 0.006010, 0.269857], [0.532457, -0.398638, -1.281355], [1.996975, -0.900137, -2.284435], [1.885981, 1.027035, 0.308371], [-1.273675, 0.151511, 0.982510], [-0.495776, 1.651809, 0.424923], [-0.126953, 0.861005, 2.098069], [1.325442, -0.967002, 0.692773], [-0.220028, -1.188257, -1.217672], [-0.053998, 0.323209, -1.853840], [2.795846, 0.746567, -0.030273], [1.322606, 1.784369, -0.288504], [-2.148000, -1.194072, -0.145025], [-3.056708, -1.025395, 1.098593], [-2.999585, -1.515278, 0.250825]],
  "forces_ev_per_a": [[0.7305, 2.2829, 1.0834], [1.6944, -1.9054, -1.4647], [0.0598, -0.3456, 1.3989], [-1.2086, 0.2808, 0.8423], [-2.6060, 2.2406, -0.8740], [-0.7603, -0.8152, -0.3497], [0.0847, -1.5215, 1.1338], [-0.0063, -0.2592, -2.0688], [-1.2551, 1.5333, -0.2055], [0.3643, -0.7215, -0.3207], [0.4241, 0.6781, 0.1002], [-0.2806, 0.1132, -0.6421], [2.9323, -1.4157, 1.4188], [-1.2845, -0.5138, 0.5328], [-0.0133, -0.4931, -0.7558], [1.1246, 0.8621, 0.1711]]
}